The following is a DFT calculation (wB97M-V/def2-TZVPD) of 14 unconnected molecules or ions with the total composition C10H39N4O13 at a distorted geometry.

Geometry (Å):
C1 1.8977 -1.3978 0.1041
C2 1.7880 0.0168 -0.3906
C3 2.7891 0.9111 0.0130
C4 2.7292 2.2473 -0.3623
C5 1.6939 2.7363 -1.1554
C6 0.7116 1.8520 -1.5725
C7 0.7585 0.5037 -1.2002
C8 -0.3336 -0.3975 -1.7080
N1 -1.6254 -0.1977 -1.0344
N2 -2.7750 -0.5571 -1.6203
C9 -3.7696 -0.2674 -0.8012
N3 -3.3008 0.2465 0.3269
C10 -1.9718 0.2706 0.1810
N4 -1.1057 0.7139 1.1352
H1 0.9677 -1.9534 0.0017
H2 2.6850 -1.9587 -0.3951
H3 2.0949 -1.3613 1.1709
H4 3.5925 0.5452 0.6348
H5 3.5042 2.9197 -0.0235
H6 1.6739 3.7816 -1.4192
H7 -0.1129 2.2029 -2.1817
H8 -0.0444 -1.4399 -1.6907
H9 -0.5019 -0.1589 -2.7575
H10 -2.8117 -0.9942 -2.5541
H11 -4.8214 -0.4181 -0.9813
H12 -1.0326 1.7035 1.2794
H13 -0.5179 0.1157 1.6835
O1 1.0800 4.2887 -4.4580
H14 1.1289 5.1943 -4.1360
H15 1.2721 3.7409 -3.6915
O2 -6.1465 2.0730 -1.6290
H16 -6.3492 2.8844 -1.1507
H17 -5.2947 1.8005 -1.2808
O3 3.8649 -1.7348 2.7847
H18 3.3430 -2.2369 3.4196
H19 4.7771 -1.9058 3.0436
O4 -3.8123 -3.8002 0.3447
H20 -4.7729 -3.7116 0.3047
H21 -3.4902 -3.0991 -0.2261
O5 3.6421 2.3655 3.0560
H22 4.1554 1.6967 3.5363
H23 3.1204 1.8617 2.4235
O6 -3.8933 0.6928 -4.3031
H24 -3.6859 0.4360 -3.4032
H25 -4.2441 1.5886 -4.2347
O7 5.9856 1.7567 4.5229
H26 6.1434 2.6919 4.3559
H27 5.9415 1.6934 5.4857
O8 4.6270 -2.2640 -1.2871
H28 4.9661 -2.9854 -1.8274
H29 4.8981 -2.4888 -0.3900
O9 -2.4688 -2.5695 -3.4160
H30 -1.9907 -3.3057 -3.0222
H31 -3.0109 -2.9969 -4.0938
O10 1.0533 2.5459 4.6104
H32 0.6793 2.9956 3.8483
H33 2.0044 2.7030 4.5265
O11 -6.5734 -2.4179 1.3811
H34 -5.8679 -1.9197 1.8083
H35 -7.3665 -1.8989 1.5502
O12 -2.7220 -4.9713 -4.8955
H36 -2.2543 -5.7170 -4.5053
H37 -3.2853 -5.3705 -5.5671
O13 4.4716 1.2479 7.1955
H38 4.0668 0.6775 6.5344
H39 3.8806 1.2123 7.9537

Values from the calculation:
Total charge: +1
Gap between HOMO and LUMO, eV: 9.01
HOMO energy, eV: -12.07

Löwdin atomic charge list, values in e, 5 entries: atom 1 (C): -0.030, atom 2 (C): -0.208, atom 3 (C): -0.028, atom 4 (C): -0.053, atom 5 (C): -0.071

=====

The following is a DFT calculation (wB97M-V/def2-TZVPD) of a molecular structure, C10H40AsBeF6O10 at a distorted geometry.

Geometry (Å):
Be1 -2.1984 -2.2565 -3.4134
As1 0.0710 0.0981 -0.3935
F1 -1.4843 0.9769 0.1170
F2 0.9149 1.0278 0.8612
F3 1.5963 -0.7186 -0.9444
F4 -0.8238 -0.8472 -1.6913
F5 0.3740 1.4111 -1.5791
F6 -0.2861 -1.1289 0.7794
C1 1.3091 -2.7491 -3.0633
O1 0.1642 -2.9948 -3.9048
H1 1.6713 -1.7210 -3.0625
H2 1.0881 -2.8920 -2.0055
H3 2.1516 -3.4229 -3.2191
H4 0.4120 -3.6452 -4.5661
C2 1.9710 -3.7336 0.7210
O2 3.0625 -4.1977 1.5299
H5 1.9279 -2.6489 0.6228
H6 1.9077 -4.2695 -0.2260
H7 1.0696 -3.9340 1.3001
H8 2.7303 -4.8294 2.1719
C3 0.2930 4.6489 -0.5698
O3 -0.2347 5.7160 0.2145
H9 0.8509 4.9762 -1.4472
H10 0.9402 4.0316 0.0533
H11 -0.5060 3.9728 -0.8738
H12 -0.9183 6.1611 -0.2916
C4 -3.5348 -1.6532 -0.0039
O4 -3.7193 -1.4241 -1.4399
H13 -3.7819 -0.7730 0.5897
H14 -4.1845 -2.4558 0.3452
H15 -2.5728 -2.1035 0.2409
H16 -4.5340 -0.9826 -1.6907
C5 -3.0694 2.6249 -1.9297
O5 -3.6053 3.1948 -3.1478
H17 -3.4926 1.6253 -1.8309
H18 -2.0240 2.3712 -2.1054
H19 -3.2000 3.1991 -1.0125
H20 -3.6013 2.5206 -3.8312
C6 4.2038 0.9751 0.1162
O6 3.4239 1.7374 0.9608
H21 3.7887 0.8252 -0.8805
H22 5.1953 1.3707 -0.1043
H23 4.3024 -0.0170 0.5569
H24 2.5085 1.4792 0.8306
C7 2.5989 -1.0845 3.2220
O7 1.8918 -1.6696 4.2154
H25 3.2629 -1.8398 2.8017
H26 1.8461 -0.8008 2.4865
H27 3.1535 -0.2328 3.6158
H28 1.3798 -0.9824 4.6482
C8 2.4566 1.2705 -4.3288
O8 1.1116 1.6911 -4.2574
H29 2.7762 1.2803 -5.3709
H30 3.2115 1.8677 -3.8173
H31 2.5464 0.2292 -4.0194
H32 0.7967 1.6333 -3.3523
C9 -2.5550 1.8855 3.8089
O9 -2.9950 1.6797 2.4494
H33 -3.4308 1.8336 4.4557
H34 -1.7969 1.1664 4.1190
H35 -2.0893 2.8694 3.8654
H36 -2.3107 1.9712 1.8424
C10 -2.0826 -1.7054 3.3790
O10 -2.0337 -3.0896 3.1916
H37 -2.8361 -1.4529 4.1251
H38 -1.1113 -1.3555 3.7288
H39 -2.2750 -1.2223 2.4210
H40 -1.6721 -3.4879 3.9867

Values from the calculation:
Gap between HOMO and LUMO (spin up / spin down), eV: 7.68 / 5.51
Spin multiplicity: 2
HOMO energy (spin up / spin down), eV: -9.32 / -9.32

Löwdin atomic charge list, values in e, 5 entries: atom 1 (Be): 0.893, atom 2 (As): 0.986, atom 3 (F): -0.276, atom 4 (F): -0.246, atom 5 (F): -0.263

=====

The following is a DFT calculation (wB97M-V/def2-TZVPD) of 19 unconnected molecules or ions with the total composition C10H40N2O22 at a distorted geometry.

Geometry (Å):
N1 2.6832 -3.0552 -2.8376
C1 2.1442 -2.0594 -2.9868
O1 1.5556 -0.8983 -3.1168
C2 1.6727 -0.1801 -1.9161
C3 0.8027 0.0123 -0.9306
C4 -0.5717 -0.4499 -0.7718
C5 -1.2895 -0.0877 0.3712
C6 -2.5969 -0.5396 0.4903
N2 -3.2253 -1.2978 -0.4119
C7 -2.5124 -1.6322 -1.4927
C8 -1.2046 -1.2433 -1.7310
C9 1.5976 0.8403 0.0574
O2 1.2881 1.1177 1.1652
O3 2.7919 1.1948 -0.4999
C10 2.9481 0.5133 -1.6875
O4 3.9170 0.5368 -2.3566
H1 -0.8511 0.5068 1.1487
H2 -3.1483 -0.2498 1.3711
H3 -2.9990 -2.2465 -2.2341
H4 -0.7056 -1.5443 -2.6307
O5 1.9249 -1.4761 2.6934
H5 1.9531 -0.5811 2.3442
H6 2.4215 -1.4041 3.5143
O6 -3.4305 1.2547 3.2894
H7 -3.1551 0.8250 4.1058
H8 -4.2493 1.7088 3.5094
O7 -0.1545 1.2055 3.9734
H9 -0.2651 1.8548 4.6768
H10 0.6383 1.4938 3.5095
O8 -0.1386 3.1259 6.4316
H11 0.7748 2.9224 6.6572
H12 -0.4685 3.6310 7.1803
O9 -5.0010 -1.2092 -3.3618
H13 -5.1268 -0.5026 -2.7213
H14 -5.8846 -1.5813 -3.4860
O10 1.4213 1.6014 -4.8137
H15 2.3872 1.5778 -4.8201
H16 1.1644 0.7461 -4.4464
O11 2.8309 1.3472 3.8740
H17 2.8140 1.9305 3.1074
H18 3.3698 1.8265 4.5188
O12 -4.6244 -2.4519 -6.3023
H19 -3.7613 -2.2654 -6.6833
H20 -4.6460 -1.9178 -5.5000
O13 5.2489 2.2971 5.3468
H21 6.1300 2.4491 4.9923
H22 5.3965 2.2255 6.2944
O14 -2.1888 -2.3883 2.8291
H23 -1.2304 -2.3996 2.7349
H24 -2.4006 -3.2204 3.2741
O15 -7.7070 -3.0455 -3.9820
H25 -8.1117 -2.8627 -4.8358
H26 -7.6604 -4.0053 -3.9374
O16 3.8596 3.9044 1.3234
H27 3.4975 4.1423 0.4642
H28 3.8460 2.9421 1.3242
O17 5.8167 2.2075 -4.2740
H29 6.4452 1.7002 -4.7964
H30 5.4932 1.5829 -3.6156
O18 -1.7522 0.4022 -4.9557
H31 -2.1458 1.2795 -4.9945
H32 -0.8069 0.5614 -5.0251
O19 -5.7199 -3.3689 0.4067
H33 -5.0825 -2.6761 0.1917
H34 -6.1909 -3.0292 1.1725
O20 -2.0031 -5.0581 4.0927
H35 -1.0452 -5.0990 4.0048
H36 -2.2432 -5.8779 4.5341
O21 7.3698 3.9958 6.4168
H37 6.9906 4.8728 6.2992
H38 8.3191 4.1289 6.3292
O22 1.3229 0.2498 -7.4532
H39 2.2062 0.4363 -7.7839
H40 1.2553 0.7536 -6.6284

Values from the calculation:
Gap between HOMO and LUMO, eV: 7.69
Energy above the lowest of the compared OMol25 structures with the same formula, charge and spin, kcal per mole: 0.0
HOMO energy, eV: -9.78

Löwdin atomic charge list, values in e, 5 entries: atom 1 (N): 0.215, atom 2 (C): -0.296, atom 3 (O): 0.071, atom 4 (C): -0.096, atom 5 (C): 0.062

=====

The following is a DFT calculation (wB97M-V/def2-TZVPD) of 10 unconnected molecules or ions with the total composition C10H40N6O10 at a distorted geometry.

Geometry (Å):
C1 -3.6747 -1.8742 -1.5169
O1 -4.8969 -2.1826 -2.1814
H1 -3.6329 -0.7853 -1.4880
H2 -3.5938 -2.1898 -0.4767
H3 -2.8876 -2.3407 -2.1092
H4 -5.6506 -1.7471 -1.7766
C2 3.9640 -1.7456 1.8627
O2 3.8688 -1.2470 3.2200
H5 4.8188 -1.2907 1.3624
H6 4.1376 -2.8165 1.9689
H7 3.0572 -1.5044 1.3081
H8 4.7719 -1.2813 3.5437
C3 -0.0967 -1.0359 -0.8894
O3 0.8561 -0.8291 0.1267
H9 -1.0915 -0.6576 -0.6541
H10 0.2198 -0.4472 -1.7505
H11 -0.1354 -2.0764 -1.2120
H12 0.6236 -0.0205 0.5890
C4 3.2160 -0.4471 -2.0452
O4 4.4363 -0.6661 -2.5950
H13 2.6955 -1.4034 -1.9949
H14 3.2896 0.0695 -1.0882
H15 2.6441 0.2356 -2.6736
H16 4.3835 -0.4410 -3.5268
C5 -0.4423 2.3966 -2.4943
O5 -1.5658 1.4741 -2.4891
H17 -0.0492 2.4774 -1.4809
H18 0.3344 2.0172 -3.1583
H19 -0.8979 3.3611 -2.7184
H20 -2.1226 1.6173 -1.7203
C6 -1.5805 -1.4587 -4.8070
O6 -1.2967 -2.8458 -4.9689
H21 -1.0025 -1.0704 -3.9684
H22 -1.3872 -0.9064 -5.7266
H23 -2.6487 -1.4228 -4.5931
H24 -1.5493 -3.4138 -5.7005
C7 -1.2074 -2.6022 2.2501
O7 0.1429 -2.9123 2.0710
H25 -1.7016 -3.4497 1.7752
H26 -1.3196 -2.4384 3.3219
H27 -1.4438 -1.7523 1.6099
H28 0.4846 -2.2292 1.4894
C8 1.7099 3.5766 0.4936
O8 1.0734 2.8028 1.2210
N1 2.9486 3.4022 0.1448
N2 1.2792 4.6648 -0.1023
H29 3.3017 3.9053 -0.6567
H30 3.3647 2.5034 0.3425
H31 0.3140 4.9092 0.0676
H32 1.9009 5.2036 -0.6882
C9 -3.1455 1.2566 0.9617
O9 -3.6947 1.6653 0.0023
N3 -3.6477 0.7398 2.0559
N4 -1.8879 1.4128 1.1364
H33 -4.6372 0.6088 2.2101
H34 -2.9872 0.5580 2.7981
H35 -1.4317 1.2253 2.0177
H36 -1.3518 1.9457 0.4666
C10 0.0966 0.3527 4.0073
O10 -1.0906 0.7901 3.8487
N5 1.1089 0.6340 3.2590
N6 0.4385 -0.4340 4.9571
H37 1.9495 0.1657 3.5657
H38 1.1194 1.3977 2.5981
H39 -0.1989 -0.6625 5.7065
H40 1.3984 -0.7412 4.8917

Values from the calculation:
Total charge: +1
Gap between HOMO and LUMO (spin up / spin down), eV: 9.33 / 3.08
Spin multiplicity: 2
HOMO energy (spin up / spin down), eV: -11.85 / -11.85

Löwdin atomic charge list, values in e, 5 entries: atom 1 (C): -0.161, atom 2 (O): -0.106, atom 3 (H): 0.059, atom 4 (H): 0.066, atom 5 (H): 0.080

=====

no.,DFT total energy (Ha)
1,-1601.340406
2,-4006.905310
3,-2169.795077
4,-1485.541821